[1]
64
Properties=species:S:1:pos:R:3 method="wB97M-V/def2-TZVPD" homo_ha=-0.0719 spin_multiplicity=1 total_charge=-2 gap_ev=6.29
Cd 2.11 2.06 -0.31
S 3.78 0.70 1.01
S 5.45 1.25 -0.11
S 4.84 1.27 -2.06
S 3.54 2.88 -2.22
O -0.08 4.71 2.23
C 0.74 3.92 1.76
O 0.56 3.17 0.74
H 1.74 3.84 2.24
C -4.70 0.26 -0.09
C -3.95 -0.40 1.06
C -2.87 0.51 1.66
C -1.64 0.68 0.77
N -0.86 -0.55 0.66
C 0.18 -0.86 1.49
Se 0.61 0.00 3.04
N 0.83 -1.92 0.94
C 2.05 -2.53 1.43
C 1.80 -3.90 2.05
C 1.03 -3.86 3.37
C 1.87 -3.35 4.53
C 0.21 -2.29 -0.24
C 0.50 -3.28 -1.17
C -0.32 -3.37 -2.28
C -1.40 -2.50 -2.45
C -1.69 -1.51 -1.52
C -0.87 -1.42 -0.41
H -5.42 -0.42 -0.55
H -4.02 0.60 -0.88
H -5.25 1.14 0.26
H -3.49 -1.33 0.72
H -4.66 -0.67 1.84
H -2.53 0.12 2.62
H -3.28 1.50 1.85
H -0.98 1.45 1.16
H -1.89 0.98 -0.25
H 2.48 -1.83 2.15
H 2.75 -2.59 0.60
H 2.77 -4.39 2.20
H 1.25 -4.52 1.32
H 0.66 -4.87 3.59
H 0.15 -3.22 3.25
H 2.75 -3.99 4.68
H 1.30 -3.34 5.46
H 2.21 -2.33 4.35
H 1.36 -3.93 -1.04
H -0.11 -4.11 -3.04
H -2.00 -2.57 -3.35
H -2.49 -0.80 -1.70
S 0.35 4.23 -3.49
C -0.25 4.41 -1.90
C 0.11 5.63 -1.42
N 0.84 6.43 -2.27
C 1.04 5.79 -3.39
H -0.76 3.59 -1.42
H -0.10 5.96 -0.41
H 1.63 6.19 -4.20
Cl -0.49 0.22 -5.15
C 0.59 0.24 -3.72
C -0.01 0.85 -2.46
O -1.12 1.40 -2.47
O 0.78 0.69 -1.48
H 1.48 0.81 -3.99
H 0.88 -0.79 -3.52



[2]
54
Properties=species:S:1:pos:R:3 method="wB97M-V/def2-TZVPD" smiles=OCCOCC[NH+]1CCN([C@@H](c2ccccc2)c2ccc(Cl)cc2)CC1 homo_ha=-0.4153 spin_multiplicity=1 total_charge=+1 gap_ev=9.12
O 0.10 2.17 -4.00
C -0.30 1.56 -5.22
C 0.74 0.52 -5.68
O 1.21 -0.28 -4.62
C 0.42 -1.38 -4.22
C -0.57 -1.02 -3.09
N -0.03 0.05 -2.24
C 1.20 -0.33 -1.52
C 1.73 0.88 -0.73
N 0.78 1.41 0.20
C 0.79 0.84 1.56
C 0.29 1.85 2.58
C -1.03 2.22 2.77
C -1.38 3.16 3.73
C -0.41 3.75 4.52
C 0.91 3.39 4.34
C 1.26 2.46 3.38
C 0.22 -0.56 1.67
C -1.14 -0.86 1.68
C -1.59 -2.17 1.71
C -0.68 -3.22 1.72
Cl -1.23 -4.85 1.73
C 0.68 -2.94 1.74
C 1.11 -1.63 1.71
C -0.45 1.72 -0.46
C -1.04 0.54 -1.27
H 0.88 2.71 -4.17
H -1.26 1.09 -5.01
H -0.45 2.31 -6.00
H 1.63 1.04 -6.05
H 0.32 -0.08 -6.49
H -0.13 -1.80 -5.07
H 1.13 -2.13 -3.87
H -1.52 -0.66 -3.51
H -0.77 -1.90 -2.49
H 0.21 0.86 -2.87
H 1.95 -0.65 -2.25
H 0.97 -1.16 -0.85
H 2.64 0.59 -0.22
H 1.98 1.67 -1.45
H 1.86 0.73 1.77
H -1.83 1.79 2.19
H -2.42 3.43 3.85
H -0.69 4.48 5.26
H 1.68 3.84 4.95
H 2.30 2.19 3.26
H -1.88 -0.08 1.68
H -2.65 -2.39 1.73
H 1.40 -3.75 1.77
H 2.18 -1.43 1.73
H -1.19 2.06 0.26
H -0.26 2.55 -1.16
H -1.31 -0.28 -0.61
H -1.92 0.88 -1.81



[3]
67
Properties=species:S:1:pos:R:3 method="wB97M-V/def2-TZVPD" s_squared=0.768 homo_ha="-0.4202 / -0.4087" spin_multiplicity=2 total_charge=+1 gap_ev="7.94 / 7.64"
Cr 0.67 -0.13 -0.03
C 1.65 -2.83 0.52
C 0.45 -2.88 1.44
N -0.27 -1.58 1.40
C -0.75 -1.18 2.75
C 0.03 -0.02 3.40
N 1.32 0.18 2.77
C 2.29 -0.88 3.04
C 3.08 -1.24 1.79
N 2.26 -1.48 0.58
H 1.34 -2.99 -0.51
H 2.37 -3.60 0.78
H 0.76 -3.08 2.46
H -0.22 -3.69 1.15
H -1.09 -1.73 0.81
H -0.71 -2.05 3.40
H -1.81 -0.91 2.70
H 0.11 -0.22 4.48
H -0.53 0.91 3.31
H 1.70 1.08 3.05
H 1.78 -1.75 3.45
H 3.02 -0.58 3.80
H 3.70 -2.11 1.99
H 3.74 -0.41 1.56
H 2.90 -1.42 -0.20
C -2.91 0.94 1.15
C -1.74 1.86 1.21
N -0.49 1.57 0.92
C 0.33 2.67 1.11
C -0.29 3.78 1.56
S -1.96 3.48 1.75
C 1.74 2.57 0.72
C 2.67 3.55 0.83
S 4.12 3.07 0.08
C 3.43 1.55 -0.31
N 2.19 1.42 0.10
C 4.23 0.55 -1.08
H -2.60 -0.04 0.80
H -3.66 1.33 0.46
H -3.38 0.85 2.12
H 0.12 4.76 1.74
H 2.56 4.53 1.27
H 5.04 1.05 -1.62
H 3.60 0.05 -1.81
H 4.69 -0.19 -0.43
O -4.38 1.54 -5.64
N -4.52 0.49 -5.07
O -5.36 -0.35 -5.33
C -3.63 0.21 -3.94
C -3.77 -0.97 -3.23
C -2.93 -1.23 -2.18
C -1.87 -0.35 -1.79
O -1.12 -0.59 -0.80
C -1.82 0.86 -2.55
C -2.68 1.15 -3.59
N -0.87 1.91 -2.20
O -1.16 3.05 -2.45
O 0.19 1.60 -1.66
N -3.19 -2.49 -1.44
O -2.42 -2.84 -0.56
O -4.17 -3.12 -1.77
H -4.54 -1.67 -3.50
H -2.61 2.08 -4.13
C 1.27 -0.92 -1.88
H 2.12 -1.61 -1.89
H 1.53 -0.08 -2.53
H 0.44 -1.45 -2.36



[4]
56
Properties=species:S:1:pos:R:3 method="wB97M-V/def2-TZVPD" smiles="FCCCc1ccc2c(c1)Sc1ccccc1N2.CNC(C)=O.CNC(C)=O" homo_ha=-0.2802 spin_multiplicity=1 gap_ev=8.29
F -0.78 -2.37 -0.04
C -1.03 -0.98 0.00
C 0.18 -0.25 0.55
C 1.28 0.03 -0.48
C 2.13 1.23 -0.17
C 2.42 2.17 -1.14
C 3.21 3.29 -0.87
C 3.74 3.47 0.40
C 3.46 2.54 1.39
C 2.65 1.44 1.11
S 4.20 2.74 2.98
C 4.09 4.50 3.07
C 3.85 5.14 4.28
C 3.86 6.52 4.36
C 4.09 7.27 3.21
C 4.30 6.64 2.00
C 4.31 5.25 1.92
N 4.56 4.57 0.72
H -1.24 -0.67 -1.03
H -1.92 -0.83 0.61
H -0.17 0.69 0.98
H 0.57 -0.86 1.37
H 1.93 -0.85 -0.58
H 0.81 0.20 -1.45
H 2.02 2.04 -2.14
H 3.41 4.02 -1.64
H 2.43 0.74 1.91
H 3.65 4.54 5.17
H 3.68 7.02 5.30
H 4.09 8.35 3.26
H 4.46 7.21 1.09
H 4.69 5.20 -0.07
C -5.78 -3.98 2.11
N -5.05 -2.76 1.83
C -4.88 -2.14 0.63
C -5.52 -2.77 -0.58
O -4.23 -1.11 0.55
H -6.59 -3.80 2.82
H -5.11 -4.74 2.53
H -6.20 -4.38 1.19
H -4.60 -2.29 2.60
H -5.29 -2.15 -1.44
H -5.13 -3.78 -0.75
H -6.60 -2.83 -0.47
C -0.80 -3.73 -5.25
N -1.17 -5.04 -4.76
C -1.45 -5.41 -3.47
C -1.37 -4.34 -2.42
O -1.74 -6.57 -3.21
H -1.52 -3.37 -5.99
H 0.18 -3.75 -5.72
H -0.77 -3.02 -4.43
H -1.23 -5.80 -5.42
H -1.61 -4.79 -1.46
H -0.38 -3.90 -2.36
H -2.09 -3.54 -2.62



[5]
56
Properties=species:S:1:pos:R:3 method="wB97M-V/def2-TZVPD" smiles="COc1cc(-c2nc(CN3CCN(CC(C)C)C(=O)[C@@H]3C)c(C)o2)ccc1F" homo_ha=-0.3022 spin_multiplicity=1 gap_ev=8.73
C 3.24 3.21 -0.36
O 4.32 2.36 -0.06
C 4.09 1.03 0.02
C 2.87 0.41 -0.18
C 2.75 -0.98 -0.08
C 1.45 -1.57 -0.29
N 0.35 -0.92 -0.56
C -0.62 -1.88 -0.69
C -2.03 -1.52 -1.01
N -2.94 -1.68 0.13
C -2.40 -1.22 1.39
C -2.05 0.27 1.36
N -3.08 1.05 0.69
C -2.96 2.49 0.76
C -2.35 3.13 -0.49
C -2.48 4.65 -0.40
C -0.89 2.73 -0.69
C -4.10 0.54 -0.03
O -4.94 1.25 -0.56
C -4.19 -0.99 -0.15
C -5.34 -1.49 0.74
C -0.05 -3.11 -0.48
C -0.61 -4.48 -0.47
O 1.27 -2.90 -0.22
C 3.85 -1.76 0.22
C 5.08 -1.16 0.42
C 5.19 0.21 0.32
F 6.39 0.79 0.51
H 3.65 4.22 -0.38
H 2.81 2.98 -1.34
H 2.46 3.15 0.40
H 1.98 0.98 -0.41
H -2.02 -0.48 -1.39
H -2.40 -2.17 -1.81
H -3.14 -1.43 2.16
H -1.50 -1.79 1.63
H -1.09 0.41 0.85
H -1.95 0.65 2.39
H -3.98 2.89 0.88
H -2.37 2.75 1.64
H -2.93 2.79 -1.35
H -1.93 5.02 0.47
H -3.52 4.94 -0.29
H -2.07 5.12 -1.29
H -0.47 3.28 -1.54
H -0.31 2.99 0.19
H -0.78 1.67 -0.89
H -4.47 -1.20 -1.18
H -6.27 -1.09 0.36
H -5.22 -1.17 1.77
H -5.38 -2.58 0.70
H -1.69 -4.42 -0.46
H -0.29 -5.03 -1.36
H -0.26 -5.02 0.40
H 3.75 -2.83 0.30
H 5.96 -1.74 0.65



[6]
52
Properties=species:S:1:pos:R:3 method="wB97M-V/def2-TZVPD" homo_ha=-0.4372 spin_multiplicity=1 total_charge=+1 gap_ev=6.88
C -1.93 2.55 -2.30
C -1.39 2.19 -0.87
C -0.95 3.51 -0.23
C -0.34 1.10 -0.85
C -0.60 -0.31 -0.89
O 0.85 1.56 -1.28
Si 2.42 2.04 -0.86
C 3.49 1.15 -2.08
C 2.70 3.87 -1.06
C 2.66 1.48 0.93
H -2.31 1.69 -2.85
H -2.77 3.27 -2.27
H -1.16 3.06 -2.94
H -2.28 1.80 -0.34
H -0.53 3.33 0.76
H -0.25 4.12 -0.82
H -1.82 4.14 -0.04
H 0.36 -0.86 -1.17
H -1.51 -0.47 -1.68
H 4.57 1.28 -1.83
H 3.28 0.07 -2.11
H 3.31 1.58 -3.07
H 3.73 4.19 -0.77
H 2.59 4.12 -2.12
H 2.00 4.46 -0.47
H 3.72 1.69 1.18
H 2.00 2.05 1.62
H 2.45 0.39 1.06
F 2.55 -6.06 0.03
C 1.57 -5.11 0.11
C 0.50 -5.11 -0.75
C -0.38 -4.02 -0.75
C -0.14 -2.91 0.08
C -1.06 -1.69 -0.06
C -1.85 -1.37 1.16
C -3.04 -0.67 1.00
C -3.64 -0.07 2.11
C -3.06 -0.19 3.36
C -2.02 -1.08 3.54
C -1.45 -1.76 2.45
C 0.87 -2.99 1.01
C 1.73 -4.10 1.07
H 0.44 -5.86 -1.55
H -1.23 -4.04 -1.45
H -1.84 -2.06 -0.79
H -3.55 -0.66 0.02
H -4.55 0.52 1.97
H -3.40 0.36 4.20
H -1.58 -1.30 4.53
H -0.73 -2.60 2.61
H 1.04 -2.18 1.71
H 2.55 -4.09 1.74



[7]
53
Properties=species:S:1:pos:R:3 method="wB97M-V/def2-TZVPD" smiles="CCN(CC)c1ccc(NC(=O)CCCOc2cccc(C)c2)cc1" homo_ha=-0.2558 spin_multiplicity=1 gap_ev=7.72
C 5.20 -2.13 -0.05
C 4.15 -2.53 0.99
N 3.01 -3.19 0.40
C 3.10 -4.63 0.29
C 2.52 -5.35 1.51
C 1.91 -2.50 -0.05
C 1.92 -1.10 -0.15
C 0.82 -0.41 -0.60
C -0.34 -1.07 -0.99
N -1.42 -0.30 -1.44
C -2.59 -0.71 -1.99
O -2.90 -1.87 -2.20
C -3.52 0.45 -2.37
C -4.16 1.14 -1.15
C -3.46 2.42 -0.70
O -2.23 2.07 -0.09
C -1.51 3.04 0.56
C -1.78 4.40 0.51
C -0.95 5.28 1.19
C 0.13 4.82 1.91
C 0.41 3.45 1.96
C 1.58 2.95 2.75
C -0.42 2.58 1.29
C -0.36 -2.46 -0.91
C 0.74 -3.15 -0.45
H 6.04 -1.64 0.43
H 5.57 -3.01 -0.57
H 4.77 -1.46 -0.79
H 3.82 -1.65 1.54
H 4.60 -3.21 1.71
H 2.58 -4.96 -0.61
H 4.15 -4.90 0.18
H 3.06 -5.06 2.41
H 1.48 -5.10 1.65
H 2.61 -6.43 1.39
H 2.80 -0.53 0.12
H 0.86 0.67 -0.67
H -1.34 0.69 -1.25
H -2.96 1.17 -2.96
H -4.30 0.02 -2.99
H -4.20 0.44 -0.31
H -5.19 1.41 -1.41
H -4.09 2.95 0.02
H -3.28 3.08 -1.56
H -2.62 4.79 -0.05
H -1.16 6.34 1.16
H 0.77 5.51 2.43
H 2.49 3.49 2.48
H 1.41 3.10 3.82
H 1.74 1.89 2.57
H -0.24 1.51 1.32
H -1.25 -2.99 -1.21
H 0.66 -4.22 -0.39



[8]
54
Properties=species:S:1:pos:R:3 method="wB97M-V/def2-TZVPD" smiles="CN(C)C[C@@H](O)COc1cc2ccccc2cc1C(=O)N1CCCCC1" homo_ha=-0.2967 spin_multiplicity=1 gap_ev=8.50
C -1.08 3.08 4.00
N -0.62 1.81 3.46
C -1.50 0.73 3.82
C -0.23 1.86 2.07
C -1.33 2.19 1.02
O -0.82 3.00 0.00
C -2.00 0.93 0.41
O -1.13 0.24 -0.46
C -0.26 -0.69 0.03
C -0.60 -1.69 0.91
C 0.36 -2.65 1.30
C 0.05 -3.68 2.21
C 0.99 -4.60 2.57
C 2.29 -4.54 2.04
C 2.62 -3.55 1.16
C 1.68 -2.59 0.76
C 1.99 -1.55 -0.15
C 1.05 -0.64 -0.51
C 1.33 0.57 -1.36
O 1.57 1.65 -0.82
N 1.28 0.41 -2.69
C 0.76 -0.77 -3.34
C -0.67 -0.49 -3.83
C -0.67 0.72 -4.76
C -0.07 1.92 -4.05
C 1.34 1.58 -3.55
H -2.09 3.36 3.67
H -1.08 3.01 5.09
H -0.38 3.86 3.70
H -2.53 0.86 3.45
H -1.54 0.65 4.90
H -1.10 -0.20 3.42
H 0.53 2.64 1.98
H 0.25 0.91 1.83
H -2.12 2.77 1.50
H 0.01 2.61 -0.33
H -2.83 1.26 -0.22
H -2.39 0.28 1.20
H -1.59 -1.76 1.32
H -0.95 -3.73 2.62
H 0.75 -5.39 3.27
H 3.02 -5.27 2.34
H 3.62 -3.49 0.75
H 2.99 -1.49 -0.55
H 0.77 -1.61 -2.65
H 1.40 -1.00 -4.20
H -1.06 -1.38 -4.34
H -1.30 -0.29 -2.96
H -1.70 0.94 -5.08
H -0.09 0.49 -5.66
H -0.01 2.78 -4.72
H -0.69 2.19 -3.19
H 1.76 2.40 -2.97
H 2.00 1.35 -4.39



| no. | electronic energy (eV) |
| --- | --- |
| 1 | -171508.2892 |
| 2 | -41822.7190 |
| 3 | -98562.9022 |
| 4 | -44350.6609 |
| 5 | -35562.1235 |
| 6 | -34866.5137 |
| 7 | -29307.2056 |
| 8 | -31354.4971 |